A cluster of 2 separate species, C6H10 in total. Source: OMol25; level of theory: wB97M-V/def2-TZVPD.

```
16
C6H10 wB97M-V/def2-TZVPD
C -1.27 0.60 1.74
C -0.29 0.26 0.65
C -0.02 0.99 -0.45
C 1.12 0.35 -1.20
C 1.30 -0.95 -0.48
C 0.53 -0.95 0.62
H -2.30 0.57 1.37
H -1.21 -0.11 2.57
H -1.09 1.60 2.13
H -0.49 1.92 -0.75
H 2.02 0.96 -1.01
H 1.00 0.29 -2.29
H 1.98 -1.74 -0.81
H 0.49 -1.73 1.37
H -0.67 -1.33 -1.75
H -1.10 -0.71 -1.70
```

Properties
charge	0
HOMO	-8.432	eV
SMILES	CC1=CCC=C1.[H][H]
Kohn-Sham gap	9.6	eV

A cluster of 5 separate species, H8IO4 in total. Source: OMol25; level of theory: wB97M-V/def2-TZVPD.

```
13
H8IO4 wB97M-V/def2-TZVPD
I -11.00 -23.03 4.76
O -9.35 -21.56 7.56
H -8.57 -21.59 7.00
H -9.72 -22.39 7.14
O -7.45 -23.96 4.30
H -7.23 -23.22 3.68
H -8.36 -23.83 4.46
O -13.33 -21.00 2.60
H -12.61 -20.54 2.19
H -12.83 -21.67 3.06
O -9.16 -20.80 2.74
H -9.70 -20.39 2.05
H -9.82 -21.12 3.34
```

Properties
charge	-1
HOMO	-4.617	eV
Kohn-Sham gap	7.9	eV

A structure of composition C33H36N5O2Ti. Source: OMol25; level of theory: wB97M-V/def2-TZVPD.

```
77
C33H36N5O2Ti wB97M-V/def2-TZVPD
Ti -0.34 0.07 -0.39
C -2.48 -2.25 -2.34
N -1.13 -2.54 -1.88
C -0.29 -3.03 -2.97
C -0.04 -2.14 -4.17
C 0.95 -1.00 -3.93
N 0.31 0.15 -3.33
C 0.53 1.26 -3.90
C 0.10 2.57 -3.43
C 0.27 3.69 -4.25
C -0.08 4.95 -3.84
C -0.62 5.12 -2.56
C -0.79 4.04 -1.71
C -0.44 2.74 -2.13
O -0.60 1.72 -1.35
C -1.12 -3.62 -0.88
C -1.98 -3.48 0.36
C -1.65 -2.27 1.27
N -0.41 -1.61 0.91
C 0.69 -2.14 1.50
C 2.04 -1.82 1.24
C 3.08 -2.34 2.05
C 4.41 -2.08 1.80
C 4.77 -1.27 0.73
C 3.78 -0.72 -0.09
C 2.43 -0.97 0.15
O 1.50 -0.46 -0.65
H -2.94 -3.12 -2.85
H -2.47 -1.40 -3.02
H -3.11 -1.98 -1.49
H -0.72 -3.98 -3.34
H 0.68 -3.28 -2.52
H -0.97 -1.74 -4.58
H 0.37 -2.79 -4.94
H 1.43 -0.73 -4.88
H 1.72 -1.34 -3.24
H 1.11 1.29 -4.83
H 0.70 3.54 -5.24
H 0.05 5.81 -4.49
H -0.90 6.11 -2.21
H -1.21 4.15 -0.72
H -0.08 -3.73 -0.56
H -1.40 -4.56 -1.38
H -1.83 -4.41 0.91
H -3.05 -3.47 0.10
H -1.61 -2.62 2.31
H -2.46 -1.55 1.21
H 0.52 -2.87 2.30
H 2.80 -2.97 2.89
H 5.17 -2.51 2.45
H 5.82 -1.06 0.52
H 4.03 -0.08 -0.92
C 1.18 1.69 1.98
N -0.08 1.23 1.40
C -1.19 1.71 1.85
C -2.43 1.35 1.27
C -3.69 1.91 1.50
C -4.55 1.32 0.58
C -3.76 0.45 -0.19
N -2.48 0.45 0.23
C 1.22 1.61 3.48
C 1.52 2.72 4.26
C 1.56 2.63 5.65
C 1.30 1.42 6.27
C 1.00 0.30 5.50
C 0.96 0.40 4.12
H 1.38 2.72 1.65
H 1.98 1.07 1.56
H -1.20 2.43 2.67
H -3.93 2.65 2.25
H -5.61 1.49 0.45
H -4.08 -0.17 -1.02
H 1.71 3.67 3.77
H 1.79 3.51 6.24
H 1.33 1.35 7.35
H 0.80 -0.65 5.98
H 0.74 -0.47 3.51
```

Properties
expectation value of S²	2.03
charge	-1
HOMO (spin up / spin down)	-1.743 / -4.562	eV
Kohn-Sham gap (spin up / spin down)	4.5 / 7.4	eV
multiplicity	3

A structure of composition C24H18I2IrN5O3S. Source: OMol25; level of theory: wB97M-V/def2-TZVPD.

```
54
C24H18I2IrN5O3S wB97M-V/def2-TZVPD
Ir 0.19 0.15 0.08
C -1.73 0.12 -3.77
C -0.66 -0.22 -2.78
N -0.94 -0.80 -1.65
N -2.17 -1.24 -1.44
C -2.58 -1.51 -0.24
N -3.79 -2.07 -0.09
S -1.66 -1.23 1.21
C 0.75 0.06 -3.00
C 1.30 0.14 -4.28
C 2.66 0.38 -4.41
C 3.43 0.52 -3.27
C 2.81 0.42 -2.03
N 1.51 0.21 -1.90
H -2.48 0.71 -3.25
H -2.22 -0.78 -4.14
H -1.34 0.70 -4.60
H -4.41 -2.09 -0.89
H -4.18 -2.14 0.83
H 0.67 0.02 -5.14
H 3.10 0.47 -5.39
H 4.49 0.71 -3.33
H 3.37 0.54 -1.11
I -4.74 1.57 -1.12
C -3.55 2.39 0.41
C -4.08 3.19 1.40
C -3.27 3.71 2.38
I -4.15 5.00 3.81
C -1.90 3.38 2.45
C -0.98 3.84 3.41
C 0.32 3.39 3.39
C 0.70 2.45 2.43
N -0.13 2.03 1.50
C -1.39 2.50 1.47
C -2.19 2.06 0.35
O -1.67 1.41 -0.60
H -5.14 3.42 1.39
H -1.30 4.55 4.16
H 1.04 3.74 4.11
H 1.70 2.03 2.40
O 4.12 -0.49 1.88
C 3.01 -0.81 1.50
O 2.12 0.02 1.11
C 2.64 -2.29 1.49
C 3.37 -3.13 2.32
C 3.07 -4.48 2.36
C 2.06 -4.99 1.55
C 1.35 -4.15 0.71
C 1.64 -2.80 0.68
H 4.15 -2.71 2.93
H 3.62 -5.13 3.02
H 1.84 -6.05 1.58
H 0.57 -4.56 0.07
H 1.07 -2.13 0.03
```

Properties
charge	0
HOMO	-7.578	eV
Kohn-Sham gap	6.3	eV

| no. | DFT total energy (eV) |
| --- | --- |
| 1 | -6382.262 |
| 2 | -16423.766 |
| 3 | -69469.927 |
| 4 | -68647.513 |